# 1
{
  "formula": "CH4Se",
  "method": "wB97M-V/def2-TZVPD",
  "symbols": ["Se", "C", "H", "H", "H", "H"],
  "coordinates": [[1.72966, -0.02379, -0.00051], [-0.19343, -0.39865, -0.00673], [-0.74707, 0.00968, 0.95332], [-0.57435, -0.01320, -0.98453], [1.80588, 1.37796, -0.03806], [-0.60868, -1.45932, 0.11134]],
  "mulliken_charge": [-0.078, -0.827, 0.261, 0.271, 0.088, 0.285],
  "smiles": "C[SeH]",
  "de_lowest_kcal_mol": 7.7,
  "total_charge": 0,
  "homo_ev": -8.8,
  "orbital_gap_ev": 9.60
}

=====

# 2
{
  "formula": "CH5BO",
  "method": "wB97M-V/def2-TZVPD",
  "symbols": ["O", "C", "B", "H", "H", "H", "H", "H"],
  "coordinates": [[1.53416, 0.91939, -0.19127], [-1.06050, 0.02909, -0.01169], [0.46652, -0.30332, 0.17345], [0.85634, -1.42480, 0.31990], [2.42622, 0.50370, -0.15465], [-1.50974, 0.61897, 0.73014], [-1.25137, 0.61364, -0.87869], [-1.46162, -0.95668, 0.01281]],
  "mulliken_charge": [-0.599, -0.832, 0.319, -0.059, 0.300, 0.338, 0.289, 0.245],
  "smiles": "CBO",
  "de_lowest_kcal_mol": 30.9,
  "total_charge": 0,
  "homo_ev": -11.3,
  "orbital_gap_ev": 11.90
}

=====

# 3
{
  "formula": "CH5BO6",
  "method": "wB97M-V/def2-TZVPD",
  "symbols": ["O", "O", "O", "O", "O", "O", "C", "B", "H", "H", "H", "H", "H"],
  "coordinates": [[0.73874, 0.55711, -0.17153], [2.09477, 0.06699, 1.72548], [0.79053, -1.52585, 0.78002], [0.02895, 0.21077, 2.07055], [-1.31853, -0.39789, -0.86417], [-0.26605, 1.40744, -2.07958], [0.95943, -0.23485, 1.15388], [-0.28985, 0.47238, -1.02662], [-0.48728, 0.85776, -2.79783], [-0.85847, -0.04519, 1.90009], [-2.07174, -0.27018, -1.42881], [1.46198, -2.13929, 1.31790], [1.98226, 1.01314, 1.85610]],
  "mulliken_charge": [-0.472, -0.535, -0.500, -0.553, -0.553, -0.497, 0.850, 0.680, 0.269, 0.335, 0.319, 0.340, 0.318],
  "smiles": "OB(O)OC(O)(O)O",
  "de_lowest_kcal_mol": 13.3,
  "total_charge": 0,
  "homo_ev": -11.0,
  "orbital_gap_ev": 11.28
}

=====

# 4
{
  "formula": "CH5BOS",
  "method": "wB97M-V/def2-TZVPD",
  "symbols": ["S", "O", "C", "B", "H", "H", "H", "H", "H"],
  "coordinates": [[-2.09167, 0.02722, -0.19154], [0.82664, -1.19292, -0.85396], [-0.38716, 0.68710, 0.29240], [0.88776, -0.05608, -0.06404], [-2.14240, -0.93947, 0.64728], [2.01274, 0.29774, 0.33771], [1.59878, -1.65840, -1.15389], [-0.55996, 1.18014, 1.27691], [-0.14474, 1.65467, -0.29085]],
  "mulliken_charge": [-0.175, -0.521, -0.526, 0.307, 0.096, -0.092, 0.308, 0.381, 0.222],
  "smiles": "OBCS",
  "de_lowest_kcal_mol": 21.9,
  "total_charge": 0,
  "homo_ev": -9.0,
  "orbital_gap_ev": 9.50
}

=====

# 5
{
  "formula": "CH5BrN3",
  "method": "wB97M-V/def2-TZVPD",
  "symbols": ["Br", "N", "N", "N", "C", "H", "H", "H", "H", "H"],
  "coordinates": [[1.58963, -1.58532, 1.66853], [-0.99998, -0.94754, -0.13874], [1.75830, -0.18143, 0.57483], [-0.32060, 1.26780, -0.70723], [-0.21927, 0.06394, -0.23494], [1.50357, 0.76263, 0.97029], [0.22217, 2.02023, -0.42057], [-1.85795, -1.27871, -0.53465], [-1.16282, 1.71155, -1.12434], [-0.51305, -1.83316, -0.05318]],
  "mulliken_charge": [0.142, -0.292, -0.368, -0.286, 0.510, 0.296, 0.231, 0.291, 0.271, 0.204],
  "de_lowest_kcal_mol": 82.2,
  "total_charge": 1,
  "homo_ev": [-14.3, -14.3],
  "orbital_gap_ev": [8.82, 8.82]
}

=====

# 6
{
  "formula": "CH5BrO3Si",
  "method": "wB97M-V/def2-TZVPD",
  "symbols": ["Br", "Si", "O", "O", "O", "C", "H", "H", "H", "H", "H"],
  "coordinates": [[-2.69374, 0.74314, 0.34963], [1.80264, 0.56689, -0.08435], [1.95704, 1.49033, 1.23137], [3.02207, 1.07172, -1.01735], [0.94241, -0.66108, -0.21472], [-2.52172, -1.07473, -0.27096], [-2.80564, -1.18002, -1.31515], [1.35906, 1.63504, 1.96446], [-1.54031, -1.33487, 0.13757], [3.76604, 0.50383, -1.07877], [-3.28784, -1.76026, 0.29826]],
  "mulliken_charge": [-0.169, 0.689, -0.438, -0.430, -0.494, -0.521, 0.258, 0.356, 0.174, 0.316, 0.259],
  "smiles": "O=[Si](O)O.CBr",
  "de_lowest_kcal_mol": 36.4,
  "total_charge": 0,
  "homo_ev": -9.9,
  "orbital_gap_ev": 9.62
}

=====

# 7
{
  "formula": "CH5BrP2",
  "method": "wB97M-V/def2-TZVPD",
  "symbols": ["Br", "P", "P", "C", "H", "H", "H", "H", "H"],
  "coordinates": [[2.11648, -2.09495, -1.37064], [-1.54579, 2.63331, 0.19550], [-0.78742, 0.58006, 0.35458], [1.76043, -2.19068, 0.44190], [-2.13879, 0.19506, 0.10881], [1.74371, -1.30456, 0.85036], [1.97234, -3.11669, 0.86891], [-2.55886, 2.39232, -0.70615], [-0.56210, 2.90614, -0.74328]],
  "mulliken_charge": [-0.045, -0.130, 0.000, -0.686, 0.030, 0.369, 0.341, 0.059, 0.061],
  "de_lowest_kcal_mol": 90.3,
  "total_charge": 0,
  "homo_ev": [-8.5, -8.3],
  "orbital_gap_ev": [7.27, 8.04]
}

=====

# 8
{
  "formula": "CH5ClN2",
  "method": "wB97M-V/def2-TZVPD",
  "symbols": ["Cl", "N", "N", "C", "H", "H", "H", "H", "H"],
  "coordinates": [[-1.53848, 1.72847, -0.02596], [-0.06938, 1.52097, 0.78069], [0.28725, -0.42158, 0.83106], [0.26665, -0.82012, -0.47513], [-0.70134, -0.53328, -0.93640], [1.16012, -0.26881, -0.97025], [0.59859, 1.47419, 0.03257], [0.51922, -1.92123, -0.47907], [-0.52264, -0.75861, 1.24248]],
  "mulliken_charge": [-0.072, -0.295, -0.383, -0.642, 0.319, 0.240, 0.290, 0.275, 0.268],
  "de_lowest_kcal_mol": 51.8,
  "total_charge": 0,
  "homo_ev": [-7.5, -9.5],
  "orbital_gap_ev": [8.53, 7.47],
  "spin_multiplicity": 3
}

=====

# 9
{
  "formula": "CH5ClNOPS",
  "method": "wB97M-V/def2-TZVPD",
  "symbols": ["Cl", "S", "P", "O", "N", "C", "H", "H", "H", "H", "H"],
  "coordinates": [[-3.10810, 1.20106, -0.74348], [-2.39035, -1.90145, 0.39838], [-1.87377, -0.09711, 0.14935], [-1.87842, 0.67319, 1.91851], [-0.36812, 0.34835, -0.61785], [0.79709, -0.39866, -0.90878], [0.85776, -0.92662, -1.81945], [0.89256, -1.07763, -0.00785], [1.77938, 0.32670, -0.99555], [-0.47130, 1.25532, -1.05949], [-1.86361, -0.17122, 2.32507]],
  "mulliken_charge": [-0.222, -0.334, 0.695, -0.538, -0.259, -0.660, 0.299, 0.236, 0.241, 0.243, 0.298],
  "smiles": "CN[P@](O)(=S)Cl",
  "de_lowest_kcal_mol": 29.3,
  "total_charge": 0,
  "homo_ev": -9.7,
  "orbital_gap_ev": 10.20
}

=====

# 10
{
  "formula": "CH5ClO4Pb",
  "method": "wB97M-V/def2-TZVPD",
  "symbols": ["Pb", "Cl", "O", "O", "O", "O", "C", "H", "H", "H", "H", "H"],
  "coordinates": [[1.97148, -0.98260, -0.19281], [1.28893, 0.95834, 1.90095], [1.84869, 1.17569, 3.19388], [2.37856, 1.05963, 0.82851], [0.21167, 1.84417, 1.57307], [0.82270, -0.49319, 1.76475], [0.05930, 0.08773, -1.33424], [-0.19215, 0.96499, -0.73026], [0.40759, 0.34455, -2.34126], [-1.90155, 1.21995, -2.40660], [-0.73614, -0.66608, -1.33319], [-2.52658, 1.56211, -2.75589]],
  "mulliken_charge": [0.840, 1.637, -0.557, -0.626, -0.486, -0.626, -1.359, 0.344, 0.435, -0.201, 0.392, 0.206],
  "de_lowest_kcal_mol": 3.9,
  "total_charge": 0,
  "homo_ev": -8.7,
  "orbital_gap_ev": 7.87
}

=====

# 11
{
  "formula": "CH5ClO4W",
  "method": "wB97M-V/def2-TZVPD",
  "symbols": ["W", "Cl", "O", "O", "O", "O", "C", "H", "H", "H", "H", "H"],
  "coordinates": [[-0.01786, 0.01300, -0.00623], [-2.12001, 1.54270, -0.65991], [-0.03325, 1.78009, -0.75082], [-1.88753, -0.38883, 0.13521], [-2.59175, 2.38218, 0.40701], [-2.58537, 1.39221, -2.00298], [2.27031, -2.37350, -2.30595], [1.82656, -2.04943, -1.33733], [2.74211, -3.35835, -2.20865], [1.45707, -2.49142, -3.03032], [3.05777, -1.66062, -2.59287], [0.91066, -0.20811, 1.39666]],
  "mulliken_charge": [1.593, 1.269, -0.404, -0.400, -0.131, -0.131, -0.646, -0.171, 0.306, 0.288, 0.288, 0.138],
  "total_charge": 2,
  "homo_ev": [-20.1, -20.1],
  "orbital_gap_ev": [6.39, 4.80],
  "spin_multiplicity": 3
}

=====

# 12
{
  "formula": "CH5ClP2",
  "method": "wB97M-V/def2-TZVPD",
  "symbols": ["Cl", "P", "P", "C", "H", "H", "H", "H", "H"],
  "coordinates": [[2.88267, -0.33794, -0.03129], [0.01545, -1.76474, -0.09987], [0.62257, 1.69377, 0.09958], [1.17121, -0.06296, -0.37271], [1.12342, 0.03374, -1.44531], [1.33200, 1.74322, 1.25469], [-0.48665, 1.15907, 0.80544], [0.96758, -2.69958, 0.38926], [-0.41815, -1.16275, 1.06792]],
  "mulliken_charge": [-0.187, 0.007, -0.004, -0.322, 0.326, 0.046, 0.025, 0.070, 0.041],
  "smiles": "PC(P)Cl",
  "de_lowest_kcal_mol": 12.4,
  "total_charge": 0,
  "homo_ev": -9.4,
  "orbital_gap_ev": 9.95
}

=====

| no. | M (u) |
| --- | --- |
| 1 | 95.00 |
| 2 | 43.86 |
| 3 | 123.86 |
| 4 | 75.93 |
| 5 | 138.98 |
| 6 | 173.04 |
| 7 | 158.90 |
| 8 | 80.52 |
| 9 | 145.55 |
| 10 | 323.70 |
| 11 | 300.34 |
| 12 | 114.45 |